12
Properties=species:S:1:pos:R:3:forces:R:3 method="wB97M-V/def2-TZVPD" gap_ev=9.49 energy_ev=-10821.4782 charge=0 relative_energy_kcal_mol=97.07
H -1.486534 0.724632 0.821316 0.00 0.06 -0.14
O -0.482864 0.508976 -0.991722 -0.48 0.03 0.08
H 2.556271 0.220816 -0.072075 -0.11 -0.12 -0.04
H 0.687644 -1.336212 -0.632568 0.35 1.82 -0.62
C 0.694608 0.162541 -0.617336 0.75 -2.00 -0.48
N 1.742972 0.742881 -0.365490 -0.14 0.29 0.01
C -1.277503 1.317459 -0.069012 0.19 0.07 -0.03
H -0.706521 2.212384 0.183765 -0.12 -0.06 -0.04
O -0.021697 -1.015882 1.303025 0.48 -1.06 -0.80
H -2.181747 1.555415 -0.623973 0.12 0.01 0.10
C 0.258853 -1.952526 0.561506 -1.76 0.16 3.14
O 0.216518 -3.140484 0.502565 0.72 0.81 -1.18

12
Properties=species:S:1:pos:R:3:forces:R:3 method="wB97M-V/def2-TZVPD" gap_ev=10.36 energy_ev=-10819.7274 charge=0 relative_energy_kcal_mol=137.45
H 1.749878 2.312446 0.369125 -4.00 0.35 -1.51
C -1.151329 -0.761712 -0.722484 -2.35 -2.28 2.83
O 0.066359 -0.034273 -1.026954 -3.64 -3.26 -3.83
H -1.266692 -1.961035 -1.128556 1.16 3.71 0.11
H -0.361471 2.357384 0.321752 0.78 0.45 -0.89
N 0.750009 0.615595 -0.102999 -0.21 -1.85 1.91
O 0.688647 -1.395774 1.067955 -1.59 -5.06 -1.15
C 1.051009 -0.311073 0.910517 -0.35 5.35 -0.70
C 0.561484 2.054725 -0.218904 5.15 -1.07 2.75
H 0.791542 2.147955 -1.288511 -0.88 1.11 0.43
O -2.054410 -0.470932 0.075171 3.48 0.30 -2.69
H 1.464928 0.150271 1.703048 2.46 2.26 2.74

12
Properties=species:S:1:pos:R:3:forces:R:3 method="wB97M-V/def2-TZVPD" smiles="COC(=O)/C=N/O" gap_ev=11.02 energy_ev=-10822.4952 charge=0 relative_energy_kcal_mol=73.62
O -1.565258 0.423738 -0.116914 0.83 -0.03 -0.05
O 0.398571 0.443327 1.000574 -0.41 0.43 1.17
C -0.393094 0.149917 -0.038659 -0.59 -0.74 -0.28
H -1.040506 0.533942 2.643353 0.93 0.07 -0.66
H -0.703927 2.099716 1.824426 0.84 -1.41 0.30
H 1.435484 -0.927040 -0.577838 -0.33 -0.36 -0.73
C -0.218895 1.110798 2.146394 -0.68 1.32 -0.32
O 0.813246 -1.596181 -2.950110 0.67 -0.56 -0.25
N -0.026697 -0.888196 -2.157527 -0.33 -0.07 0.89
H 0.242173 -1.981002 -3.621165 -0.06 0.20 -0.22
C 0.445262 -0.692059 -0.997482 -0.30 1.41 0.63
H 0.613640 1.323040 2.844947 -0.58 -0.26 -0.47

12
Properties=species:S:1:pos:R:3:forces:R:3 method="wB97M-V/def2-TZVPD" gap_ev=8.66 energy_ev=-10821.8237 charge=0 relative_energy_kcal_mol=89.11
C 0.570160 0.378173 -1.108174 -3.00 0.70 3.71
H 0.746371 -0.488031 -1.552166 0.96 -3.59 -2.23
O 0.733077 0.315555 1.652185 0.32 2.91 1.07
C 0.027817 -0.445322 0.840062 -1.41 1.85 -4.24
O 0.235791 -1.776360 0.683738 -1.05 1.13 0.78
H -1.771144 -0.774778 0.455981 -2.04 -2.48 -1.90
O -1.282660 -0.147628 0.889920 1.90 2.10 2.29
C -0.589735 1.041917 -1.541872 -1.79 0.83 -0.70
H 1.128223 -1.972691 0.878483 1.77 -0.48 0.28
H 0.432806 1.346257 1.568991 0.80 -3.96 0.10
H 1.367031 0.981074 -0.918022 2.29 1.57 0.40
N -1.597737 1.541834 -1.849126 1.25 -0.58 0.44

12
Properties=species:S:1:pos:R:3:forces:R:3 method="wB97M-V/def2-TZVPD" gap_ev=9.74 energy_ev=-10818.3687 charge=0 relative_energy_kcal_mol=168.78
C -0.861325 -0.647708 -0.206143 0.06 2.16 1.79
O 1.864572 -1.422888 0.142102 -0.30 1.27 -0.56
C -1.648197 -0.410667 0.856672 -1.08 -0.31 -1.51
H 0.905803 2.059453 0.085015 -2.48 -2.00 -0.73
O 2.357596 0.677383 0.369212 1.20 0.39 0.18
H -2.625535 -0.961060 0.742944 1.09 0.60 1.08
O 0.008745 1.516526 -0.106866 2.85 2.59 0.65
H -1.513909 0.425140 1.572497 -0.05 -0.94 -0.47
C 0.284900 0.287665 -0.478898 1.17 -2.93 -3.82
H -1.194405 -1.294914 -0.949561 -0.04 -1.22 -1.04
N 1.638701 -0.227717 0.027779 -1.03 -0.59 0.94
H 0.783057 -0.001211 -2.054748 -1.40 0.99 3.49

13
Properties=species:S:1:pos:R:3:forces:R:3 method="wB97M-V/def2-TZVPD" gap_ev=8.70 energy_ev=-20113.7960 charge=-1 relative_energy_kcal_mol=45.95
H 1.631260 0.736933 -1.975460 -0.14 -0.45 0.62
H -1.224012 0.018735 -0.105890 0.22 -0.91 2.48
H -0.219001 0.081970 -1.352386 -0.94 0.60 -0.73
C -0.942261 -0.247279 1.037226 -0.24 -3.05 -3.30
H -1.545988 -1.147939 1.403638 0.45 1.20 -0.66
O 2.543371 -0.695940 0.540873 0.97 -0.45 -0.13
C 2.778869 -1.538601 2.087998 -0.82 -0.85 -0.74
N 0.448046 -0.531312 1.241009 -1.58 0.52 0.43
C 1.289785 -0.566905 0.306666 1.06 0.65 -0.76
O 2.298184 -2.616916 1.957136 -0.18 -0.94 -0.25
P 1.000844 -0.496049 -1.553751 0.62 -0.26 -0.10
H -1.253566 0.583096 1.536378 -0.73 2.34 1.88
O 3.359053 -0.822603 2.807877 1.32 1.60 1.27

13
Properties=species:S:1:pos:R:3:forces:R:3 method="wB97M-V/def2-TZVPD" smiles="O=C(O)CO/C=N/O" gap_ev=10.07 energy_ev=-12868.8360 charge=0 relative_energy_kcal_mol=93.14
N 0.987611 -0.386725 0.850299 3.90 -1.94 -4.38
H -1.158355 -0.991242 -0.732012 0.87 1.15 -0.55
O -1.238320 1.028626 1.060422 -0.30 -0.41 -0.41
O -2.324257 1.855949 -0.634169 0.95 -1.94 -0.34
O 0.591564 0.119502 -1.308903 2.66 -0.15 0.30
H 1.206158 -1.218717 2.510363 3.05 -0.22 -2.86
C -0.819541 0.043181 -1.115112 -0.14 -2.77 0.45
C 1.540789 -0.341836 -0.391987 -5.99 1.79 3.62
H -0.532739 0.379467 1.108509 0.99 -0.60 1.08
H 2.587275 -0.451278 -0.649298 -0.28 -0.30 -0.35
C -1.530234 1.007345 -0.234281 -1.66 4.30 0.29
H -1.173250 0.144834 -2.111548 -0.55 0.25 -0.65
O 1.863301 -1.189106 1.647718 -3.51 0.84 3.80

13
Properties=species:S:1:pos:R:3:forces:R:3 method="wB97M-V/def2-TZVPD" gap_ev="8.90 / 7.29" energy_ev=-12865.4306 charge=0 relative_energy_kcal_mol=171.68
C -1.942536 1.551732 -0.539613 0.87 -0.82 3.42
C 0.883025 -0.704254 0.029299 4.26 -0.99 -0.97
H -1.898216 1.520592 -1.547528 -0.18 0.35 -3.87
O -2.879331 1.951726 0.125230 0.22 0.57 0.00
H 0.511640 -1.577932 -0.398200 -0.11 -2.04 -0.57
H 2.100971 -0.687374 -0.144353 -3.24 0.44 0.35
O -2.192781 -1.817071 -0.726225 -0.95 0.08 0.57
H -0.820981 0.735547 1.233667 0.19 0.28 -2.17
H 0.648636 -0.736718 1.035801 -0.11 0.13 2.25
O 0.176363 0.263487 -0.621619 -1.84 3.21 -0.56
O -3.589994 -0.598577 0.536971 0.99 -1.36 -1.15
N -2.639526 -0.861825 -0.152458 0.31 1.14 0.68
C -0.805486 0.859516 0.072355 -0.39 -0.98 2.02

13
Properties=species:S:1:pos:R:3:forces:R:3 method="wB97M-V/def2-TZVPD" smiles="O=C(O)/C(CO)=N/O" gap_ev=10.09 energy_ev=-12868.1566 charge=0 relative_energy_kcal_mol=108.81
H -2.943744 0.751933 -0.071136 2.24 0.73 -1.21
H -0.488522 1.542103 0.548158 0.52 0.46 -0.01
O 1.140813 1.300796 -0.701462 1.68 1.14 0.59
O 1.886427 -1.335514 -0.038545 0.76 -3.68 -0.52
C 0.402936 0.939837 0.498878 2.57 0.02 -0.14
H 2.095245 0.992708 -0.689183 -1.87 0.25 0.41
C -0.059450 -0.379403 -0.012925 -1.60 -2.76 0.89
C -1.522605 -0.498268 -0.115095 -3.69 -0.28 -2.00
O -1.948318 0.862832 -0.343519 -4.06 -3.25 1.53
H 0.951580 1.084620 1.501781 -0.47 -0.88 -1.66
N 0.456982 -1.460327 -0.458641 3.16 0.74 2.22
O -2.311278 -1.471658 -0.143387 3.09 3.77 0.55
H 2.339940 -2.329664 0.025080 -2.33 3.73 -0.66

13
Properties=species:S:1:pos:R:3:forces:R:3 method="wB97M-V/def2-TZVPD" multiplicity=3 gap_ev="6.57 / 8.72" energy_ev=-12860.7168 charge=0 relative_energy_kcal_mol=180.64
H 2.136009 2.932116 1.586731 -0.68 -1.97 -1.57
H -2.753161 -1.008588 0.564602 0.69 -1.44 -1.61
O 0.740396 -0.855167 1.323623 0.79 -0.94 0.02
H -0.020959 -2.237258 -0.320865 -1.58 0.04 -0.36
O 2.481127 1.483912 0.112013 6.25 0.07 -1.91
N -0.397208 -0.763029 0.944558 -0.86 1.86 1.13
H 0.757318 1.609528 1.178312 -0.71 -0.30 0.34
O -1.109690 0.179931 1.227968 -0.34 0.70 0.58
C -0.944563 -1.711276 0.039340 2.34 -2.29 -1.56
C 1.704928 2.035109 0.985065 -2.87 3.47 3.82
O 2.136353 0.551903 -0.707368 -1.92 -1.08 -0.74
H -2.927731 -2.118261 -0.972870 1.43 -0.46 0.94
C -2.234538 -1.755817 -0.171968 -2.53 2.33 0.91

11
Properties=species:S:1:pos:R:3:forces:R:3 method="wB97M-V/def2-TZVPD" gap_ev="7.78 / 7.78" energy_ev=-17562.1357 charge=0 relative_energy_kcal_mol=72.22
C 1.378597 -1.925555 -0.054675 0.21 -0.62 -0.37
H -1.245445 2.097362 -1.579026 -0.08 0.08 0.09
H -2.500259 1.345248 -0.593989 0.03 0.08 -0.05
H -1.379619 2.508557 0.155080 -0.06 0.06 -0.03
O 0.944117 -2.013539 -1.181426 -0.11 0.24 0.05
H 2.117487 -2.669094 0.316345 -0.04 0.01 -0.09
C 1.079666 -0.963531 0.961876 -0.96 1.75 0.73
S 0.121142 0.409343 0.997701 0.28 -1.19 -1.37
N -0.600937 0.596546 -0.360850 0.99 -1.02 0.77
C -1.466894 1.704892 -0.584462 -0.34 0.57 0.13
H 1.552144 -1.090229 1.923426 0.09 0.03 0.14

11
Properties=species:S:1:pos:R:3:forces:R:3 method="wB97M-V/def2-TZVPD" smiles="C=CSC(N)=O" gap_ev=9.13 energy_ev=-17562.4867 charge=0 relative_energy_kcal_mol=64.13
C 1.699865 0.694968 -0.437045 -3.70 -1.05 0.22
H 3.525695 0.952824 0.470766 1.32 0.13 0.06
H -3.243243 -1.252384 -0.562639 1.43 -0.24 1.16
C 2.578716 0.499809 0.513747 -1.45 -0.02 0.79
H 2.158576 0.006747 1.420723 0.96 0.40 -0.69
H 1.547689 1.090515 -1.425247 1.14 0.53 0.01
N -2.360517 -1.156083 0.011133 -1.12 -0.80 -0.80
O -2.407728 1.227357 0.147896 -0.51 -1.40 0.06
H -1.595639 -1.910120 -0.060257 -1.74 1.85 -0.08
S 0.054599 -0.284753 -0.167009 0.60 -0.30 -0.05
C -1.958016 0.131122 0.087930 3.06 0.90 -0.68

11
Properties=species:S:1:pos:R:3:forces:R:3 method="wB97M-V/def2-TZVPD" gap_ev=9.31 energy_ev=-17560.9965 charge=0 relative_energy_kcal_mol=98.49
C 1.068321 1.034974 1.092360 2.57 -1.17 -0.85
C 0.170118 0.589061 -0.055695 1.56 2.56 -0.62
C 0.346761 -0.497062 -0.764929 0.06 0.31 0.82
H -2.004484 -1.771449 -1.838920 -0.69 0.18 -1.95
H 1.295350 0.160833 1.760501 -1.17 1.19 0.40
H 0.804358 2.050121 1.440620 -0.03 -1.07 0.53
N 0.034159 -1.581291 -1.190447 0.15 -1.58 -1.26
S -1.659683 -1.871307 -0.595746 1.47 -2.08 1.11
H 2.195372 1.098523 0.755911 -2.09 0.47 -0.11
H -0.272982 1.418574 -0.648257 0.15 -0.59 0.48
O -1.977289 -0.630977 0.044601 -1.99 1.78 1.45

11
Properties=species:S:1:pos:R:3:forces:R:3 method="wB97M-V/def2-TZVPD" smiles="[H]/N=C/C(=O)SC" gap_ev=10.09 energy_ev=-17563.3614 charge=0 relative_energy_kcal_mol=43.95
H 2.225099 -0.589524 -1.019921 -0.06 -0.02 2.37
H -2.151828 1.515014 -0.515564 -0.05 2.52 -0.31
O -0.809084 -1.361458 0.103447 0.56 -0.44 -0.07
H -4.052392 0.376331 0.058292 1.12 -0.51 -0.24
N -3.131208 -0.126108 0.129435 -3.65 -0.80 1.27
C -2.163399 0.600789 -0.032592 3.49 -1.42 -1.11
S 0.632326 0.822766 0.002995 1.02 1.27 0.26
H 1.266642 -1.290422 0.424591 1.36 0.32 -0.24
C 1.935478 -0.439319 0.105449 -0.41 -1.01 -1.72
H 2.821083 -0.257172 0.784162 -1.35 0.11 -0.83
C -0.770729 -0.168492 0.009459 -2.03 0.00 0.63

11
Properties=species:S:1:pos:R:3:forces:R:3 method="wB97M-V/def2-TZVPD" gap_ev="6.95 / 8.55" energy_ev=-17559.7778 charge=0 relative_energy_kcal_mol=126.59
S -0.737402 0.932577 0.401748 -1.45 -0.93 -0.70
H 1.665742 -0.235980 1.589632 0.02 -0.13 -2.31
H -3.087021 1.265163 -0.095904 0.26 -1.33 0.98
C 1.504664 -0.515007 0.473835 -1.87 -1.17 2.67
H -2.507263 0.441969 -1.348607 0.51 -0.80 -0.84
C -2.494007 0.259126 -0.275164 1.50 5.32 -1.10
H 1.895237 -1.449946 0.216520 1.08 -1.55 0.27
H 1.775658 0.083299 -0.313555 1.23 2.30 -1.12
N -0.490705 -1.815980 0.028979 -0.84 -0.05 -0.21
C -0.011001 -0.709240 0.228949 0.81 1.33 0.94
O -2.791333 -0.806182 0.233080 -1.25 -2.98 1.43

11
Properties=species:S:1:pos:R:3:forces:R:3 method="wB97M-V/def2-TZVPD" gap_ev="6.99 / 7.72" energy_ev=-17558.3810 charge=0 relative_energy_kcal_mol=158.81
H 0.189937 -1.332101 -1.027473 0.11 0.62 0.76
C 0.422364 -0.584656 -0.229779 -0.65 0.24 -1.12
C -0.602299 1.634186 0.506810 -1.68 -2.47 -2.66
S -2.977897 3.806184 -1.010715 -0.59 -0.55 -0.51
H -1.633238 0.459564 -0.723698 0.35 -0.60 -0.01
N -2.584117 2.285169 -0.877159 1.29 -3.25 0.41
H 1.405419 -0.150147 -0.439040 -0.28 0.02 0.00
H 0.474479 -1.055578 0.723981 0.10 -0.67 0.65
O -2.859098 1.151719 -1.392513 -0.20 4.17 0.79
H -0.301094 2.452142 1.093627 0.14 0.69 0.38
C -0.662065 0.499112 -0.141048 1.41 1.79 1.31

11
Properties=species:S:1:pos:R:3:forces:R:3 method="wB97M-V/def2-TZVPD" multiplicity=3 gap_ev="5.93 / 6.75" energy_ev=-17558.8296 charge=0 relative_energy_kcal_mol=42.61
O -0.272920 2.333867 0.141418 -0.56 -2.02 -0.38
H 1.843135 0.673197 -1.110706 -1.23 -0.75 2.33
H 0.368089 -1.516450 -1.235197 0.63 0.92 2.23
H 1.910196 0.395604 0.670227 2.31 0.38 2.93
C 0.405458 -0.920614 -0.212988 -0.10 -0.25 -2.51
H -2.651298 -0.264202 1.333395 0.68 0.43 -1.46
N -0.741586 -0.046913 -0.155716 0.39 2.57 0.21
H 0.317406 -1.525329 0.676443 0.77 -0.67 -0.02
C 1.263192 0.388594 -0.093924 -0.23 -0.40 -5.64
S -2.400001 -0.662501 0.003086 -3.99 -1.79 1.21
C -0.041670 1.144751 -0.016039 1.33 1.58 1.09

11
Properties=species:S:1:pos:R:3:forces:R:3 method="wB97M-V/def2-TZVPD" multiplicity=3 gap_ev="8.05 / 6.59" energy_ev=-17559.2097 charge=0 relative_energy_kcal_mol=33.84
O 1.467852 -0.901214 1.017294 1.50 -2.25 -0.18
H 0.777619 0.916528 1.039141 -1.04 0.47 0.68
H -0.183204 -0.606083 1.602643 -1.48 1.29 -0.20
C -0.132893 -0.102769 -0.620380 -2.88 -2.07 2.42
C 3.529460 0.741718 1.227050 -1.03 -1.93 -2.38
N 3.806424 1.648294 1.876615 0.58 1.34 1.26
S 2.996722 -0.393954 0.097285 1.96 0.96 0.54
H -1.219220 -0.078459 -0.795479 0.02 0.78 0.78
H 0.273428 0.490904 -1.320673 1.85 2.77 -1.89
H -0.010916 -1.058076 -1.019282 0.83 -2.08 -0.41
C 0.385390 -0.081629 0.831569 -0.31 0.73 -0.63

12
Properties=species:S:1:pos:R:3:forces:R:3 method="wB97M-V/def2-TZVPD" gap_ev="8.64 / 8.64" energy_ev=-28397.6077 charge=0 relative_energy_kcal_mol=60.48
H 1.269398 0.022185 0.270128 0.12 0.01 0.19
C -1.173631 0.805258 -0.987471 -0.52 0.19 0.23
H -1.726867 -0.749753 0.451832 0.11 -0.04 -0.15
S -0.966366 1.107547 1.770983 -0.07 0.03 -0.36
H -0.735024 0.138656 2.659019 0.02 -0.10 0.13
S 0.469042 0.762148 -3.180964 0.16 0.48 -0.62
C 0.403730 -0.552905 -0.009866 -0.95 1.53 -3.18
H 0.533863 -1.599112 -0.222720 0.05 -0.20 0.00
N -0.164335 0.323900 -1.747301 1.66 -2.42 2.93
H 0.955196 1.982062 -2.851725 0.02 -0.08 -0.08
O -1.988928 1.635357 -1.261019 -0.23 0.22 0.23
C -0.943707 -0.003852 0.317751 -0.36 0.37 0.68

12
Properties=species:S:1:pos:R:3:forces:R:3 method="wB97M-V/def2-TZVPD" smiles="CSC(=S)NC=O" gap_ev=8.68 energy_ev=-28399.8372 charge=0 relative_energy_kcal_mol=9.07
H 1.777794 1.794089 0.093283 -0.16 -1.68 -0.27
H 2.116785 -1.229889 -0.175593 -0.66 -1.14 0.17
C -2.236910 -0.796707 0.119029 -0.71 -0.06 1.22
C 2.413294 -0.224210 -0.046328 3.39 4.03 -0.82
S -0.899308 2.077911 -0.168989 0.57 -0.42 0.17
H -2.898194 -0.323767 -0.583112 -0.02 0.08 -0.62
H -2.506582 -1.860254 0.266194 -0.05 0.60 -0.03
O 3.611853 0.139397 -0.091223 -3.35 -1.42 0.50
N 1.431888 0.802100 -0.012614 0.80 0.81 0.26
C 0.072421 0.741585 -0.148727 -0.80 0.03 0.05
H -2.343977 -0.234991 1.063684 0.06 -0.44 -0.29
S -0.539063 -0.885260 -0.315603 0.94 -0.38 -0.33